No. 1
{"formula": "C7H14ClN2OS", "method": "wB97M-V/def2-TZVPD", "symbols": ["C", "C", "C", "C", "C", "C", "C", "N", "N", "O", "S", "Cl", "H", "H", "H", "H", "H", "H", "H", "H", "H", "H", "H", "H", "H", "H"], "xyz": [[0.782193, 0.300215, -0.461883], [0.150243, -2.275674, 0.555266], [3.263632, 0.668421, 0.087523], [-1.325044, -2.061435, 0.760292], [-0.412436, 2.420784, -0.166146], [-1.535957, 0.393629, -1.166211], [3.826289, -0.442888, -0.404564], [1.894257, 0.989777, -0.096482], [-0.347477, 1.002924, -0.514850], [3.946321, 1.526096, 0.874349], [0.867377, -1.355612, -0.888187], [5.499874, -0.733742, 0.016190], [0.833401, -1.981869, 1.449930], [-1.539073, -1.320390, 1.641010], [-1.638854, -2.960510, 1.263696], [-1.807355, -1.950015, -0.117038], [-1.449013, 2.837254, 0.051029], [0.039174, 2.488000, 0.852067], [0.127273, 3.091935, -1.067542], [-1.974059, 1.281199, -1.747732], [-1.092867, -0.295971, -1.730785], [-2.226260, 0.051512, -0.287602], [3.563677, -1.162491, -1.120322], [0.318474, -3.374459, 0.498252], [1.875587, 2.000392, 0.022683], [4.665510, 0.994030, 1.240233]], "atomic_forces_ev_per_a": [[0.46, 2.47, 1.31], [1.66, 0.52, 1.91], [0.10, -2.44, -0.52], [1.49, 0.31, 5.45], [0.73, 1.74, -0.45], [-2.33, 4.74, 3.62], [1.59, 0.83, 0.56], [0.68, 0.98, 0.01], [-0.31, -0.36, -0.29], [-1.35, 0.05, -0.10], [0.47, -1.99, -0.49], [-0.12, 0.11, 0.11], [-1.42, -0.33, -1.37], [0.22, -0.58, -2.23], [-0.55, -0.59, -0.14], [-1.91, 0.52, -2.51], [1.08, -1.06, -0.94], [0.30, 0.53, -0.95], [-1.34, -1.62, 2.70], [0.23, -1.75, 0.65], [0.42, -3.21, -2.56], [0.98, 0.50, -2.24], [-1.10, -0.39, -0.52], [0.43, 0.89, -1.03], [-0.92, -0.11, -0.12], [0.50, 0.24, 0.14]], "lowdin_charge": [-0.53, -0.43, -0.44, -0.16, -0.04, -0.02, -0.46, 0.13, -0.19, 0.07, 1.05, 0.69, 0.12, 0.13, 0.08, 0.01, 0.12, 0.10, 0.18, 0.13, -0.01, 0.13, 0.02, 0.10, 0.14, 0.07], "homo_lumo_gap_ev": 8.12, "spin_multiplicity": 1, "largest_force_ev_per_a": 6.4, "relative_energy_kcal_mol": 43.3, "energy_ha": -1317.9163, "e_homo_ev": -12.2, "charge": 1}



No. 2
{"formula": "CH9N2", "method": "wB97M-V/def2-TZVPD", "symbols": ["N", "H", "H", "H", "H", "C", "N", "H", "H", "H", "H", "H"], "xyz": [[1.650801, -0.872030, -0.559134], [2.028787, -0.636237, -1.479597], [2.209279, -0.358132, 0.118123], [0.105021, -0.506704, -0.255826], [1.870896, -1.853248, -0.419247], [-1.029699, 1.170335, 0.510811], [-0.923569, -0.248413, 0.088312], [-0.906261, 1.804854, -0.370864], [-0.248837, 1.441025, 1.216517], [-2.002434, 1.338562, 0.951864], [-1.161619, -0.869741, 0.857484], [-1.592364, -0.410272, -0.658442]], "atomic_forces_ev_per_a": [[0.20, 0.14, -0.19], [-0.17, 0.01, 0.23], [0.10, -0.04, -0.06], [-0.38, 0.03, 0.11], [-0.03, -0.07, 0.04], [0.16, 0.56, -0.28], [0.42, 0.03, -0.05], [-0.11, -0.15, 0.14], [0.00, -0.28, 0.08], [-0.12, 0.10, 0.07], [-0.03, -0.10, 0.02], [-0.03, -0.23, -0.12]], "lowdin_charge": [0.05, 0.08, 0.07, 0.08, 0.07, -0.04, 0.08, 0.10, 0.10, 0.10, 0.15, 0.15], "homo_lumo_gap_ev": 12.60, "spin_multiplicity": 1, "largest_force_ev_per_a": 0.6, "relative_energy_kcal_mol": 0.6, "energy_ha": -152.7755, "e_homo_ev": -16.0, "charge": 1}